Entry 1:
# C2H8N4O

An isolated molecule of C2H8N4O at a distorted geometry (the ωB97M-V functional and the def2-TZVPD basis, the Open Molecules 2025 dataset).

Values from the calculation:
HOMO-LUMO gap (eV): 8.6
Highest occupied orbital energy (eV): -7.54

```
15
C2H8N4O (the ωB97M-V functional and the def2-TZVPD basis)
C -0.603 0.730 -0.911
N -1.461 1.515 -1.560
N 0.483 -1.843 -0.009
O 0.557 1.226 -0.671
H -1.261 2.493 -1.758
H -2.392 1.180 -1.741
H -0.043 -1.491 -0.810
H 0.714 -2.753 0.368
N -0.578 -0.103 1.641
C 1.539 0.191 0.328
N 0.807 -0.815 0.887
H -1.407 -0.420 1.132
H -0.495 -0.700 2.459
H 2.267 -0.129 -0.414
H 1.874 0.919 1.060
```

---

Entry 2:
# CH7N5O4S2

A structure of composition CH7N5O4S2 at a distorted geometry (the ωB97M-V functional and the def2-TZVPD basis, the Open Molecules 2025 dataset).

Values from the calculation:
HOMO-LUMO gap (eV): 9.3
Highest occupied orbital energy (eV): -9.18

```
19
CH7N5O4S2 (the ωB97M-V functional and the def2-TZVPD basis)
C -0.988 -1.822 1.068
N -2.131 -2.388 1.008
N 0.082 -2.649 1.543
N -1.122 1.874 0.851
N 2.172 1.883 -1.669
N -0.513 -0.548 0.481
O -0.078 0.947 -1.436
O -2.481 0.607 -0.830
O 1.602 0.763 0.428
O 1.799 -0.713 -1.477
S -1.232 0.586 -0.163
S 1.351 0.530 -0.947
H -2.796 -1.737 0.596
H -0.340 -3.582 1.797
H 0.954 -2.252 1.457
H -1.329 2.799 0.381
H -0.160 1.765 1.088
H 2.050 2.138 -2.616
H 3.161 1.799 -1.563
```

---

Entry 3:
# C13H25HgO9S3

A structure of composition C13H25HgO9S3 at a distorted geometry (the ωB97M-V functional and the def2-TZVPD basis, the Open Molecules 2025 dataset).

Values from the calculation:
HOMO-LUMO gap (eV): 1.5
Charge: +1
Highest occupied orbital energy (eV): -11.84

```
51
C13H25HgO9S3 (the ωB97M-V functional and the def2-TZVPD basis)
Hg -0.511 -1.169 -6.868
O -2.724 1.532 -2.118
C -2.303 0.803 -3.152
O -1.118 0.586 -3.235
O -3.019 0.168 -3.922
H -1.803 1.707 -1.913
C 5.848 4.502 -1.008
C 5.250 3.144 -0.568
C 4.400 2.723 -1.762
S 3.406 4.243 -2.134
O 2.338 4.298 -1.140
O 3.074 4.380 -3.526
C 4.726 5.383 -1.600
H 6.533 4.292 -1.829
H 6.484 4.930 -0.233
H 4.620 3.250 0.315
H 5.969 2.329 -0.486
H 3.782 1.828 -1.836
H 5.103 2.757 -2.593
H 4.370 6.125 -0.884
H 5.035 5.800 -2.558
C -0.337 -0.086 3.551
C 0.559 1.031 4.129
C 0.174 1.193 5.631
S -1.549 0.807 5.746
O -2.436 1.996 5.910
O -1.714 -0.438 6.506
C -1.772 0.222 3.978
H -0.036 -1.065 3.925
H -0.240 -0.053 2.466
H 0.464 1.966 3.576
H 1.607 0.754 4.015
H 0.312 2.155 6.125
H 0.675 0.384 6.162
H -2.097 1.087 3.399
H -2.564 -0.523 3.911
C -4.497 -5.008 -1.028
C -3.274 -4.184 -0.654
C -2.057 -4.672 -1.488
S -2.646 -5.370 -3.026
O -2.329 -6.806 -3.017
O -2.299 -4.503 -4.096
C -4.415 -5.174 -2.518
H -5.428 -4.520 -0.739
H -4.476 -5.988 -0.553
H -2.884 -4.249 0.362
H -3.507 -3.132 -0.817
H -1.548 -5.459 -0.932
H -1.328 -3.873 -1.630
H -5.074 -5.910 -2.979
H -4.744 -4.195 -2.869
```

---

Entry 4:
# C12H19ClMnN4O4STe

A structure of composition C12H19ClMnN4O4STe at a distorted geometry (the ωB97M-V functional and the def2-TZVPD basis, the Open Molecules 2025 dataset).

Values from the calculation:
HOMO-LUMO gap (spin up / spin down) (eV): 6.0 / 6.7
2S+1: 5
Charge: +1
Highest occupied orbital energy (spin up / spin down) (eV): -11.24 / -11.31

```
43
C12H19ClMnN4O4STe (the ωB97M-V functional and the def2-TZVPD basis)
Mn 0.503 -0.362 -0.078
C 0.752 2.237 -5.012
C -0.279 2.920 -4.118
N 0.238 3.107 -2.767
C 0.129 2.239 -1.768
S -0.993 0.906 -1.853
N 0.838 2.484 -0.679
N 0.764 1.569 0.282
C 1.168 1.878 1.485
C 1.645 3.235 1.863
C 1.057 0.790 2.443
C 1.418 0.881 3.777
C 1.200 -0.203 4.613
C 0.618 -1.352 4.098
C 0.315 -1.393 2.752
N 0.536 -0.356 1.942
H 0.336 2.046 -6.001
H 1.055 1.286 -4.570
H 1.636 2.863 -5.133
H -1.187 2.327 -4.050
H -0.533 3.904 -4.512
H 0.933 3.829 -2.641
H 1.575 3.895 1.007
H 2.684 3.190 2.197
H 1.047 3.634 2.684
H 1.869 1.789 4.150
H 1.481 -0.152 5.656
H 0.405 -2.203 4.728
H -0.127 -2.270 2.295
O 2.905 -1.813 0.060
Cl 1.680 -1.902 -0.680
O 1.541 -3.148 -1.382
O 1.609 -0.782 -1.694
O -1.063 -1.806 -0.620
C -3.132 -1.800 -2.730
Te -1.054 -2.186 -2.454
C -1.413 -4.278 -2.322
H -3.693 -2.632 -2.314
H -3.353 -1.689 -3.791
H -3.381 -0.881 -2.205
H -1.916 -4.594 -3.234
H -2.050 -4.434 -1.455
H -0.466 -4.795 -2.207
```

---

One value per record, in order, for ΔE to the lowest compared entry with this formula, charge and spin: 5.801 1.548 5.605 2.750 eV.